(1)
ORCA calculation (ωB97M-V/def2-TZVPD) on 6 unconnected molecules or ions with the total composition C32H61BBrFN7O3.

Structure (ORCA input):
```
! RIJCOSX wB97M-V def2-TZVPD def2/J DEFGRID3
* xyz -1 1
C 0.8802 1.5786 -1.5065
C 0.1038 1.4605 -0.0964
C 0.6727 0.2066 0.7564
B -0.5823 -0.6945 1.3117
Br -1.6988 0.6292 2.3712
O -1.1344 -1.3131 0.0957
C -1.0579 -2.7214 0.2489
F -2.2069 -3.1534 -0.5353
C 0.1192 -3.5199 -0.4484
N 1.4467 -2.8892 -0.3425
C -1.2181 -2.8727 1.8661
C -2.7946 -2.6713 2.0510
C -3.2331 -2.2683 3.5338
C -4.4065 -1.1675 3.5014
C -0.9781 -4.3043 2.4991
C 0.4393 -4.5177 3.1642
O 1.5519 -4.2956 2.2854
C 0.6056 -3.7357 4.5493
N 1.9705 -4.0638 5.0975
O -0.3338 -1.8009 2.2378
H 1.7284 2.3179 -1.4707
H 1.2079 0.5699 -1.8893
H 0.1154 1.9595 -2.2633
H -0.9820 1.3143 -0.3790
H 0.2720 2.3640 0.5585
H 1.3752 0.5565 1.5840
H 1.3433 -0.3486 0.0192
H -0.0833 -3.7067 -1.5394
H 0.1953 -4.5312 0.0683
H 1.5943 -2.4358 0.5591
H 1.6165 -2.1988 -1.0745
H -3.2833 -3.6738 1.8321
H -3.2511 -1.9224 1.3497
H -3.7113 -3.1860 4.0045
H -2.3496 -1.9256 4.1453
H -4.1759 -0.4045 4.3118
H -4.4012 -0.5755 2.5332
H -5.4273 -1.6294 3.6716
H -1.7597 -4.5346 3.2893
H -1.1101 -5.1010 1.7028
H 0.4943 -5.6234 3.4535
H 2.0374 -3.5165 2.6052
H 0.4634 -2.6246 4.4413
H -0.1647 -4.1296 5.2898
H 1.9705 -3.9290 6.1143
H 2.1107 -5.0550 4.8846
C -5.4542 1.3219 7.3825
C -6.3655 0.3873 8.1714
C -5.7091 -0.9593 8.4844
C -5.3567 -1.6622 7.2141
N -5.0799 -2.2071 6.2269
H -5.1990 0.9053 6.4056
H -5.9512 2.2783 7.2072
H -4.5258 1.5160 7.9268
H -7.2865 0.2267 7.6035
H -6.6473 0.8727 9.1103
H -6.3927 -1.5874 9.0597
H -4.8018 -0.8161 9.0761
C 3.9071 2.7186 -5.1349
C 5.3010 2.8956 -4.5417
C 5.3241 2.7389 -3.0198
C 4.4466 3.7704 -2.3873
N 3.7669 4.5730 -1.8955
H 3.2130 3.4777 -4.7694
H 3.9399 2.8078 -6.2215
H 3.5032 1.7331 -4.8864
H 5.6816 3.8836 -4.8184
H 5.9737 2.1561 -4.9855
H 6.3428 2.8603 -2.6442
H 4.9722 1.7443 -2.7331
C 4.7006 -1.6544 0.7725
C 6.0824 -1.8707 0.1677
C 6.3760 -0.9218 -0.9971
C 5.3815 -1.1324 -2.0935
N 4.6087 -1.2959 -2.9450
H 3.9089 -1.8542 0.0473
H 4.5452 -2.3304 1.6157
H 4.5863 -0.6283 1.1336
H 6.1638 -2.9079 -0.1700
H 6.8389 -1.7254 0.9441
H 7.3792 -1.1049 -1.3887
H 6.3258 0.1188 -0.6666
C -3.9876 2.2558 -0.8320
C -4.2175 3.5159 -1.6590
C -4.3880 4.7713 -0.7994
C -5.5738 4.6228 0.0989
N -6.4959 4.5089 0.7957
H -4.8421 2.0341 -0.1885
H -3.8421 1.3935 -1.4857
H -3.1004 2.3572 -0.2016
H -5.1037 3.3740 -2.2854
H -3.3676 3.6589 -2.3320
H -4.5350 5.6466 -1.4361
H -3.4980 4.9416 -0.1890
C 1.2263 1.5857 -9.4051
C 1.9291 2.7150 -10.1511
C 3.0145 3.3961 -9.3142
C 2.4118 3.9948 -8.0851
N 1.9300 4.4724 -7.1293
H 0.7025 1.9531 -8.5199
H 0.4825 1.1110 -10.0483
H 1.9405 0.8203 -9.0891
H 1.1841 3.4531 -10.4617
H 2.3820 2.3128 -11.0615
H 3.4968 4.1864 -9.8935
H 3.7816 2.6754 -9.0202
*
```

As for the HOMO energy: -5.105 eV. As for the orbital gap: 0.25920 Eh.

Löwdin population analysis, charges in e, atoms 1 to 99: -0.123, -0.275, -0.176, -1.231, 0.713, 0.031, -0.325, -0.040, -0.146, 0.005, -0.315, -0.145, -0.255, -0.189, -0.054, -0.346, -0.058, -0.211, -0.034, -0.038, 0.043, 0.058, 0.061, 0.063, 0.093, 0.094, 0.061, 0.124, 0.106, 0.041, 0.057, 0.121, 0.105, 0.079, 0.096, 0.042, 0.038, 0.052, 0.119, 0.129, 0.138, 0.086, 0.117, 0.117, 0.057, 0.054, -0.105, -0.274, -0.187, -0.187, 0.183, 0.065, 0.073, 0.078, 0.111, 0.103, 0.109, 0.115, -0.113, -0.267, -0.186, -0.223, 0.141, 0.065, 0.039, 0.083, 0.109, 0.105, 0.110, 0.095, -0.102, -0.268, -0.189, -0.228, 0.145, 0.052, 0.076, 0.083, 0.113, 0.105, 0.110, 0.112, -0.106, -0.271, -0.188, -0.227, 0.124, 0.072, 0.080, 0.056, 0.106, 0.106, 0.108, 0.119, -0.110, -0.274, -0.187, -0.221, 0.158

=====

(2)
ORCA calculation (ωB97M-V/def2-TZVPD) on 3 unconnected molecules or ions with the total composition C2H7O4.

Structure (ORCA input):
```
! RIJCOSX wB97M-V def2-TZVPD def2/J DEFGRID3
* xyz 0 2
O 0.8267 -2.3415 0.5219
C 0.3650 -1.2366 0.6011
O 0.3553 -0.4397 -0.4559
C -0.2241 -0.6084 1.8176
H -1.1347 -1.1018 2.1693
H 0.4314 -0.6132 2.6887
H -0.5453 0.4062 1.6233
H 2.2877 1.2230 -1.5989
H 1.0442 0.5882 -2.0756
O 1.6696 1.2776 -2.3379
H -1.2347 0.3242 -0.8914
H -1.8354 1.6364 -1.3268
O -2.0057 0.8858 -0.7354
*
```

The energy above the lowest of the compared OMol25 structures with the same formula, charge and spin comes out at 0.89 kcal/mol. As for the HOMO energy (alpha / beta): -11.569 / -11.456 eV. As for the orbital gap (alpha / beta): 0.44425 / 0.27528 Eh.

From a natural (NBO) analysis of the wavefunction, the atomic charges in e read: -0.491, 0.739, -0.266, -0.760, 0.265, 0.258, 0.254, 0.464, 0.469, -0.931, 0.467, 0.473, -0.940

=====

(3)
ORCA calculation (ωB97M-V/def2-TZVPD) on a molecular structure, C19H37CaClSi4Te.

Structure (ORCA input):
```
! RIJCOSX wB97M-V def2-TZVPD def2/J DEFGRID3
* xyz -2 1
C -2.6824 -1.1578 -3.7155
C -1.9256 -1.3365 -4.9143
C -1.5617 -0.0533 -5.3860
H -1.7280 -2.2872 -5.3889
C -2.0608 0.9300 -4.5052
C -2.7646 0.2579 -3.4460
H -3.2817 0.7224 -2.6109
H -3.1287 -1.9465 -3.0931
H -1.0372 0.1512 -6.3244
H -2.0068 2.0041 -4.6228
Ca -0.5247 -0.7002 -2.7601
Cl 0.2559 -2.8953 -2.2726
C 2.8706 -0.0206 -3.4356
C 2.3874 1.2192 -4.0033
C 1.8050 0.9141 -5.2782
H 2.4107 2.1934 -3.5048
C 1.9167 -0.4820 -5.4941
C 2.5620 -1.0718 -4.3701
H 2.7245 -2.1318 -4.1882
H 3.3318 -0.1370 -2.4603
H 1.3355 1.6431 -5.9402
H 1.5381 -1.0313 -6.3630
C 3.4237 0.5066 1.4405
Si 1.9411 1.2289 2.3839
C 2.0195 0.7296 4.1929
C 1.9356 3.0903 2.2462
Si 0.0068 0.2591 1.4236
Te -0.0411 1.4999 -0.7170
Si -0.0119 -2.0354 1.8564
C -0.1113 -2.3851 3.6705
C -1.5265 -2.7981 1.0020
C 1.5863 -2.7830 1.1803
Si -1.9449 1.2644 2.3151
C -2.0333 0.8595 4.1516
C -1.9703 3.1200 2.0979
C -3.4109 0.4786 1.4014
H 4.3338 0.9935 1.8414
H 3.3570 0.7229 0.3552
H 3.5214 -0.5852 1.5786
H 2.9280 1.2054 4.6064
H 1.1460 1.0978 4.7599
H 2.1065 -0.3602 4.3347
H 1.8206 3.4393 1.2049
H 1.1399 3.5511 2.8550
H 2.9051 3.4610 2.6295
H -1.0267 -2.0149 4.1292
H -0.0945 -3.4689 3.8256
H 0.7241 -1.9724 4.2329
H -1.6081 -2.5064 -0.0607
H -1.4401 -3.9057 1.0289
H -2.4675 -2.5284 1.5192
H 1.7853 -2.4842 0.1375
H 2.4572 -2.5097 1.8024
H 1.5079 -3.8887 1.1891
H -1.1697 1.2704 4.7050
H -2.9519 1.3459 4.5282
H -2.1071 -0.2220 4.3530
H -1.8629 3.4271 1.0446
H -2.9463 3.4858 2.4667
H -1.1865 3.6186 2.6858
H -3.3301 0.6121 0.3040
H -3.5151 -0.5988 1.6225
H -4.3249 0.9952 1.7528
*
```

As for the HOMO energy: -0.566 eV. As for the orbital gap: 0.18323 Eh.

From a natural (NBO) analysis of the wavefunction, the atomic charges in e read: -0.482, -0.392, -0.322, 0.214, -0.364, -0.436, 0.215, 0.215, 0.214, 0.207, 1.736, -0.895, -0.393, -0.377, -0.378, 0.188, -0.382, -0.375, 0.197, 0.188, 0.178, 0.179, -1.113, 1.299, -1.121, -1.126, -0.231, -0.776, 1.290, -1.117, -1.103, -1.113, 1.303, -1.124, -1.129, -1.116, 0.207, 0.270, 0.232, 0.211, 0.227, 0.227, 0.270, 0.225, 0.212, 0.228, 0.222, 0.230, 0.264, 0.223, 0.214, 0.283, 0.214, 0.222, 0.226, 0.208, 0.226, 0.272, 0.209, 0.226, 0.262, 0.227, 0.208

=====

(4)
ORCA calculation (ωB97M-V/def2-TZVPD) on 14 unconnected molecules or ions with the total composition C38H62BBr26FN2O5.

Structure (ORCA input):
```
! RIJCOSX wB97M-V def2-TZVPD def2/J DEFGRID3
* xyz 0 1
C -4.3021 3.0855 -3.7867
C -4.3104 1.7341 -3.6905
C -3.0416 1.1035 -3.0484
C -3.1305 0.2477 -1.8500
B -4.5061 -0.1187 -1.1098
N -4.5393 -0.7266 0.2547
O -5.7824 0.1141 -1.7056
C -1.8729 -0.2882 -1.2635
C -0.6426 0.0777 -1.9528
C -0.5395 0.9162 -3.1729
C -1.7726 1.4249 -3.7143
F -1.7430 2.1941 -4.8491
C 0.9413 1.0645 -3.6363
O 1.3787 1.3440 -4.7074
N 1.6686 0.7159 -2.4226
C 2.0183 2.0297 -1.7962
C 1.3040 2.3079 -0.3989
O 0.3377 3.0399 -0.4103
O 1.6624 1.7466 0.8262
C 0.8639 -0.2339 -1.6678
O 1.3831 -1.0862 -1.0133
H -3.4063 3.7059 -3.5449
H -5.2055 3.6454 -4.1409
H -5.1622 1.1171 -4.0415
H -4.1033 -1.6543 0.2416
H -4.0483 -0.1237 0.9241
H -5.8432 -0.5479 -2.4201
H -1.8412 -0.9341 -0.3650
H 1.6483 2.8325 -2.4915
H 3.1438 2.1925 -1.6990
H 1.0343 2.1177 1.4771
Br -0.2302 -3.1183 0.9977
C 1.1452 -3.8330 2.1746
C 2.2339 -4.5123 1.3885
Br 1.6679 -6.2681 0.7599
H 0.6471 -4.4927 2.8813
H 1.5391 -2.9679 2.7086
H 3.1013 -4.7036 2.0206
H 2.5459 -3.9487 0.5116
Br -3.8794 -8.7612 0.3527
C -2.6235 -8.4117 -1.0954
C -1.6812 -7.2895 -0.7488
Br -2.5526 -5.5560 -0.9097
H -3.2157 -8.2147 -1.9867
H -2.0755 -9.3445 -1.2263
H -0.8496 -7.2553 -1.4535
H -1.2898 -7.3541 0.2639
Br 0.8951 -1.8158 -8.7674
C 1.7424 -0.8363 -7.3099
C 2.3067 -1.7741 -6.2749
Br 0.9016 -2.5090 -5.1444
H 0.9954 -0.1550 -6.9090
H 2.5385 -0.2600 -7.7802
H 2.9686 -1.2388 -5.5943
H 2.8408 -2.6183 -6.7052
Br -1.3344 0.8748 1.3971
C -1.6894 1.4859 3.2215
C -2.7059 0.6190 3.9158
Br -4.5126 1.0133 3.3038
H -1.9926 2.5283 3.1507
H -0.7269 1.4246 3.7305
H -2.7177 0.8271 4.9854
H -2.5418 -0.4452 3.7583
Br -1.2965 3.8822 6.4077
C -1.9990 2.9920 7.9925
C -0.9747 2.0712 8.6039
Br -0.8092 0.4218 7.5815
H -2.9098 2.4799 7.6902
H -2.2514 3.7968 8.6822
H -1.2859 1.7589 9.6003
H 0.0189 2.5098 8.6599
Br 4.1248 6.8349 -0.8437
C 3.4804 5.9718 0.7792
C 4.5091 5.0264 1.3422
Br 4.5778 3.3657 0.3254
H 2.5402 5.4850 0.5267
H 3.2869 6.7864 1.4769
H 4.2410 4.7278 2.3555
H 5.5158 5.4377 1.3448
Br -7.3049 4.0794 -5.8227
C -8.7231 3.6922 -4.5441
C -9.2947 4.9575 -3.9598
Br -8.1060 5.7180 -2.6171
H -8.3008 3.0259 -3.7946
H -9.4811 3.1562 -5.1145
H -10.2246 4.7495 -3.4313
H -9.4696 5.7318 -4.7032
Br 0.0628 -6.0511 -4.5658
C -1.6014 -6.5265 -5.4605
C -2.2448 -5.3198 -6.0928
Br -3.1048 -4.1941 -4.7633
H -2.2287 -7.0131 -4.7164
H -1.3228 -7.2516 -6.2250
H -3.0407 -5.6230 -6.7726
H -1.5384 -4.6867 -6.6262
Br 0.7754 -3.4956 9.0584
C -1.0118 -3.3198 8.3042
C -1.1614 -4.1403 7.0484
Br -0.2905 -3.2801 5.5322
H -1.1851 -2.2565 8.1460
H -1.6845 -3.6818 9.0813
H -2.2106 -4.2199 6.7653
H -0.7366 -5.1379 7.1328
Br 0.4933 -12.8331 -0.6368
C 0.1944 -11.6372 -2.1446
C 1.4357 -10.8503 -2.4766
Br 1.7192 -9.3976 -1.2098
H -0.6548 -11.0090 -1.8866
H -0.0797 -12.2889 -2.9738
H 1.3332 -10.3641 -3.4467
H 2.3399 -11.4545 -2.4718
Br 4.1244 13.3425 -1.9836
C 5.3029 11.8397 -2.3679
C 4.7902 10.5667 -1.7463
Br 5.1378 10.5215 0.1691
H 6.2948 12.1178 -2.0191
H 5.3137 11.7580 -3.4544
H 5.3180 9.7031 -2.1503
H 3.7197 10.4255 -1.8765
Br 1.8532 11.5219 3.9859
C 3.2735 10.7851 5.0959
C 4.2982 10.0584 4.2645
Br 3.6459 8.3102 3.7031
H 2.7975 10.1508 5.8402
H 3.7228 11.6454 5.5910
H 5.1925 9.8522 4.8519
H 4.5785 10.5963 3.3613
Br 5.0897 -4.3356 4.3204
C 6.8163 -4.9435 3.6513
C 6.8533 -4.9432 2.1448
Br 5.8830 -6.4643 1.4108
H 6.9956 -5.9250 4.0840
H 7.5410 -4.2358 4.0528
H 7.8758 -5.0590 1.7866
H 6.4186 -4.0482 1.7053
*
```

As for the HOMO energy: -8.912 eV. As for the orbital gap: 0.30403 Eh.

Löwdin population analysis, charges in e, atoms 1 to 99: 0.020, -0.106, -0.058, -0.004, -0.488, 0.118, 0.080, -0.061, -0.031, 0.039, -0.109, 0.062, -0.365, 0.148, 0.024, -0.035, -0.485, 0.051, -0.009, -0.361, 0.108, 0.086, -0.006, 0.109, 0.075, -0.041, 0.102, 0.025, 0.142, 0.080, 0.069, 0.642, -0.701, -0.676, 0.608, 0.015, 0.053, -0.003, 0.058, 0.611, -0.696, -0.719, 0.579, 0.047, 0.030, 0.019, 0.031, 0.596, -0.700, -0.678, 0.618, 0.038, 0.060, 0.058, 0.051, 0.873, -0.644, -0.678, 0.676, 0.051, 0.055, 0.020, 0.055, 0.618, -0.688, -0.676, 0.665, 0.052, 0.059, 0.061, 0.053, 0.617, -0.689, -0.675, 0.705, 0.051, -0.028, 0.059, 0.053, 0.641, -0.683, -0.699, 0.603, 0.052, 0.057, 0.057, 0.050, 0.589, -0.682, -0.692, 0.587, 0.043, 0.057, 0.057, 0.044, 0.600, -0.707, -0.678, 0.639

=====

(5)
ORCA calculation (ωB97M-V/def2-TZVPD) on a molecular structure, H18N2O15Zn2.

Structure (ORCA input):
```
! RIJCOSX wB97M-V def2-TZVPD def2/J DEFGRID3
* xyz 2 1
Zn -0.4636 -2.8121 -0.1359
Zn 2.0729 1.9944 -2.3409
N -2.8534 -2.2377 2.0396
O -1.6609 -2.1478 1.6360
O -3.7630 -1.7104 1.3994
O -3.0721 -2.9067 3.0632
N 0.2429 0.3013 -0.1540
O 1.0495 0.7956 -0.8785
O -0.2753 0.9173 0.7266
O -0.1161 -0.8043 -0.4266
O -0.2894 3.8238 0.6380
H 0.6079 3.8868 0.9652
H -0.4823 2.8863 0.6454
O -2.1987 -2.6110 -1.3645
H -3.1370 -2.6260 -1.1759
H -2.1211 -2.0743 -2.1533
O 1.3107 -2.8355 0.8724
H 2.2050 -2.6352 0.5962
H 1.4031 -3.1596 1.7683
O 0.3799 2.8846 -2.8418
H 0.3172 3.6763 -3.3761
H -0.5136 2.7309 -2.5348
O 3.7932 0.9313 -1.7960
H 4.5382 0.5926 -2.2925
H 3.7725 0.3986 -1.0010
O 2.4944 3.2913 -0.8515
H 2.3069 3.2582 0.0865
H 2.6112 4.2224 -1.0402
O -2.8741 0.8484 1.7985
H -3.3389 0.0756 1.4775
H -2.0416 0.8411 1.3262
O -0.8096 0.3120 4.2685
H -0.0984 -0.2733 4.5288
H -0.6749 0.4514 3.3312
O 0.3952 -3.3774 -1.9174
H 0.4697 -4.1913 -2.4157
H 0.8137 -2.7180 -2.4709
*
```

The energy above the lowest of the compared OMol25 structures with the same formula, charge and spin comes out at 23.51 kcal/mol. As for the HOMO energy: -13.483 eV. As for the orbital gap: 0.16179 Eh.

From a natural (NBO) analysis of the wavefunction, the atomic charges in e read: 1.759, 1.796, 0.722, -0.729, -0.495, -0.383, 0.781, -0.693, -0.412, -0.601, -0.921, 0.437, 0.480, -1.003, 0.541, 0.501, -1.009, 0.513, 0.538, -1.031, 0.540, 0.556, -1.008, 0.537, 0.532, -1.029, 0.537, 0.530, -0.950, 0.481, 0.442, -0.911, 0.456, 0.456, -1.010, 0.536, 0.511

=====

(6)
ORCA calculation (ωB97M-V/def2-TZVPD) on a single C9H7NO2S molecule.

Structure (ORCA input):
```
! RIJCOSX wB97M-V def2-TZVPD def2/J DEFGRID3
* xyz 0 1
C -2.1322 0.3883 -0.2443
C 2.6354 2.0003 0.1987
C 2.1071 1.5671 -1.0654
C 1.9303 1.5925 1.3174
C 0.9838 0.7506 -1.1341
C 0.7287 0.9642 1.2197
C 0.2798 0.4568 0.0201
C -2.3923 -3.3533 0.0187
C -0.9511 -0.3953 0.0732
N -3.0496 1.0058 -0.5281
O -2.0415 -2.6813 -1.0628
O -2.0041 -3.4625 1.1288
S -0.5212 -1.8092 -0.9972
H 3.6152 2.5321 0.1486
H 2.4191 1.9496 -1.9756
H 2.0336 2.0702 2.2688
H 0.6968 0.4728 -2.0827
H 0.0589 0.7150 1.9899
H -3.2409 -4.0016 -0.4129
H -1.1559 -0.7622 1.1192
*
```

Its SMILES is N#C[C@@H](SOC=O)c1ccccc1. The energy above the lowest of the compared OMol25 structures with the same formula, charge and spin comes out at 16.78 kcal/mol. As for the HOMO energy: -9.944 eV. As for the orbital gap: 0.36663 Eh.

From a natural (NBO) analysis of the wavefunction, the atomic charges in e read: 0.265, -0.188, -0.182, -0.211, -0.217, -0.187, -0.030, 0.667, -0.496, -0.286, -0.615, -0.550, 0.554, 0.231, 0.211, 0.221, 0.223, 0.210, 0.103, 0.277